Molecular formula: C38H39F9N2O24SSi
Method: DFT, ωB97M-V/def2-TZVPD

The geometry in XYZ format:
```
114
Properties=species:S:1:pos:R:3:lowdin_charge:R:1
C 5.4352 3.0524 1.3084 -0.152
Si 4.9198 2.5129 -0.4215 0.603
C 5.4649 0.7788 -0.8160 -0.132
C 5.8755 3.6744 -1.5273 -0.170
C 2.9774 2.5604 -0.5550 -0.075
C 2.1828 3.0607 -1.5847 -0.278
S 2.7824 3.6370 -3.1791 0.788
O 3.8430 2.7909 -3.6400 -0.265
O 1.6510 3.7965 -4.0408 -0.270
C 3.3648 5.4126 -2.9542 -0.682
F 4.5673 5.5525 -3.4643 0.169
F 3.3460 5.7146 -1.6592 0.147
F 2.5063 6.1784 -3.5989 0.167
N 0.8910 3.1410 -1.6295 0.180
N 0.2371 2.6789 -0.5755 0.043
C -1.2361 2.7819 -0.5960 -0.016
C -1.7337 3.0556 -1.9401 -0.379
C -1.6570 1.9712 -2.8437 -0.062
O -2.8868 2.4167 -2.2497 0.017
C 0.8472 2.1296 0.4585 -0.017
C -0.0032 1.6078 1.5948 -0.713
O -0.0133 2.3954 2.5324 0.079
O -0.4982 0.4872 1.3626 0.041
C 2.2588 2.0312 0.4750 -0.124
C 2.8188 1.3157 1.6434 -0.029
C 2.4273 -0.1713 1.6765 -0.357
O 1.9637 -0.6122 2.6629 0.162
C 2.6705 -0.9900 0.4804 -0.156
C 1.8537 -0.8443 -0.6400 -0.002
C 2.0752 -1.5948 -1.7886 -0.049
C 3.1332 -2.4952 -1.8079 -0.061
C 3.9292 -2.6663 -0.6813 -0.068
C 3.7032 -1.9208 0.4706 -0.032
H 5.6616 2.1665 1.8777 0.030
H 4.6875 3.6238 1.8311 0.044
H 6.3598 3.5944 1.2488 0.032
H 6.4108 0.8197 -1.3252 0.040
H 4.7686 0.3521 -1.5245 0.038
H 5.5139 0.1334 0.0416 0.025
H 5.5144 4.6857 -1.4438 0.020
H 6.8572 3.6989 -1.0800 0.040
H 6.0100 3.3613 -2.5462 0.031
H -1.5342 3.5692 0.0761 0.158
H -1.6554 1.8247 -0.3424 0.143
H -1.5726 4.0234 -2.3387 0.148
H -1.6907 2.1934 -3.8872 0.117
H -1.4421 0.9883 -2.4785 0.116
H 3.8924 1.3448 1.6638 0.079
H 2.4261 1.7418 2.5502 0.141
H 1.0415 -0.1474 -0.5968 0.100
H 1.4116 -1.4172 -2.6129 0.063
H 3.3174 -3.0605 -2.6998 0.102
H 4.7335 -3.3718 -0.7103 0.100
H 4.3082 -2.0493 1.3442 0.118
C -0.6346 -1.6880 4.7103 -0.030
C -0.1477 -1.2683 6.0768 -0.294
O -0.4026 -2.4262 6.8668 0.101
C -0.3486 -3.5067 6.0284 -0.566
O -0.2694 -4.6293 6.3992 0.172
O -0.3914 -3.1086 4.7461 0.087
F -0.8513 -0.2253 6.5865 0.075
H -1.7001 -1.5043 4.5920 0.133
H -0.0912 -1.2122 3.8984 0.118
H 0.9155 -1.0330 6.1264 0.173
C -3.4371 -2.1718 7.6696 -0.040
C -4.8765 -2.4534 8.0420 -0.300
O -5.5883 -1.6605 7.0989 0.114
C -4.8095 -1.5426 5.9848 -0.553
O -5.1960 -1.1598 4.9342 0.183
O -3.5450 -1.9227 6.2593 0.060
F -5.1749 -2.0381 9.2939 0.084
H -3.0618 -1.2801 8.1712 0.148
H -2.7678 -3.0028 7.8667 0.137
H -5.1818 -3.4947 7.9334 0.174
C 1.5427 0.1952 -7.1232 -0.028
C 0.6820 1.4202 -6.8920 -0.287
O -0.1293 0.9953 -5.7985 0.131
C 0.5666 0.0707 -5.1019 -0.553
O 0.2642 -0.3250 -4.0195 0.137
O 1.6232 -0.3669 -5.8017 0.086
F -0.1123 1.7016 -7.9496 0.089
H 1.0560 -0.5166 -7.7800 0.121
H 2.5282 0.4327 -7.5129 0.145
H 1.2243 2.3196 -6.6074 0.166
C -0.7931 -4.5842 -7.1012 -0.028
C -0.1000 -3.3980 -6.4666 -0.306
O 0.0963 -2.5338 -7.5836 0.094
C -0.8983 -2.7992 -8.4896 -0.548
O -1.1727 -2.0948 -9.3976 0.190
O -1.5075 -3.9604 -8.1814 0.087
F 1.1031 -3.7280 -5.9422 0.086
H -0.0693 -5.2925 -7.5045 0.149
H -1.4725 -5.1002 -6.4301 0.124
H -0.6863 -2.8797 -5.7090 0.156
C -7.3602 1.3742 7.6713 -0.048
C -6.6466 2.3334 6.7434 -0.309
O -6.1469 3.3038 7.6477 0.130
C -5.9547 2.6936 8.8535 -0.553
O -5.3225 3.1418 9.7451 0.185
O -6.5873 1.4961 8.8719 0.070
F -7.4920 2.9278 5.8660 0.076
H -8.3849 1.6935 7.8637 0.144
H -7.3581 0.3503 7.3092 0.127
H -5.8153 1.8957 6.1887 0.172
C -2.6413 -3.9119 -1.8747 -0.032
C -1.9291 -3.2832 -3.0540 -0.310
O -1.7177 -4.4041 -3.9053 0.099
C -2.7153 -5.3074 -3.6515 -0.550
O -2.9744 -6.2197 -4.3570 0.187
O -3.3437 -4.9957 -2.5022 0.084
F -0.7343 -2.7545 -2.7139 0.079
H -1.9297 -4.3059 -1.1493 0.149
H -3.3340 -3.2402 -1.3774 0.144
H -2.5135 -2.5302 -3.5868 0.177
```

Summary:
**Calculated total energy**: -135326.8879 eV
**LUMO**: -1.71 eV
**Kohn-Sham gap**: 0.2979 Ha
**2S+1**: 1
**Molar mass**: 1138.9 g mol⁻¹
**Largest force on an atom**: 2.734 eV Å⁻¹

***

Molecular formula: C38H39N7O3Rh
Method: DFT, ωB97M-V/def2-TZVPD

The geometry in XYZ format:
```
88
Properties=species:S:1:pos:R:3:lowdin_spin:R:1
Rh 0.0291 -0.2468 0.3163 2.317
C -1.1199 0.4909 3.3226 0.003
N -0.0883 -0.4066 2.7991 0.099
C -0.3651 -1.7755 3.2257 0.008
C 1.2623 0.0023 3.2177 0.008
C 2.3352 -0.3589 2.2088 0.032
C 3.6429 -0.5614 2.6420 0.004
C 4.6696 -0.7770 1.7276 0.011
C 4.3862 -0.7818 0.3666 0.004
C 3.0737 -0.5924 -0.0650 0.034
C 2.0373 -0.3963 0.8424 0.138
H -1.2156 0.3916 4.4150 0.003
H -2.0758 0.2505 2.8547 0.000
H -0.8589 1.5210 3.0852 0.000
H -0.4214 -1.8282 4.3237 0.002
H 0.4258 -2.4401 2.8840 0.002
H -1.3112 -2.1153 2.8006 0.002
H 1.4960 -0.4234 4.2022 0.002
H 1.2689 1.0859 3.2978 0.000
H 3.8608 -0.5496 3.7076 0.001
H 5.6854 -0.9300 2.0758 0.001
H 5.1789 -0.9392 -0.3576 0.001
H 2.8573 -0.6236 -1.1296 0.004
N 0.4074 0.0148 -1.9993 0.060
C 0.1132 -0.2366 -3.0893 0.010
C -0.3078 -0.4150 -4.4213 0.003
C 0.5855 -0.8804 -5.4320 0.000
N 1.3113 -1.2622 -6.2470 0.001
C -1.6544 -0.0643 -4.7165 0.001
N -2.7516 0.2615 -4.8982 0.002
C -1.7334 7.9854 -0.9764 0.000
C -1.2572 6.6378 -0.4846 0.001
C 0.0484 6.2130 -0.7034 0.000
C 0.5092 4.9898 -0.2235 0.001
C 1.9304 4.5368 -0.4697 0.000
C -0.3667 4.1767 0.4936 0.003
C -1.6896 4.5619 0.7006 0.001
C -2.6390 3.6556 1.4506 0.000
C -2.1152 5.7936 0.2117 0.000
C 0.1497 2.8890 1.0959 0.012
O 0.7557 2.9425 2.1628 0.013
O -0.1557 1.8428 0.4127 0.095
H -0.9829 8.4620 -1.6095 0.000
H -1.9372 8.6568 -0.1387 0.000
H -2.6563 7.8968 -1.5546 0.000
H 0.7283 6.8491 -1.2667 0.000
H 2.4628 5.2405 -1.1119 0.000
H 1.9479 3.5515 -0.9442 0.000
H 2.4726 4.4437 0.4743 0.000
H -2.4818 2.6078 1.1810 0.000
H -3.6762 3.9195 1.2362 0.000
H -2.4869 3.7436 2.5308 0.000
H -3.1481 6.0965 0.3722 0.000
N -0.3515 -2.0922 0.2112 0.577
C 0.0835 -3.2718 -0.1517 0.274
C -0.1881 -3.7480 -1.5231 0.036
C -1.1356 -3.0903 -2.3120 0.037
C -1.4447 -3.5426 -3.5852 -0.003
C -0.8070 -4.6606 -4.1056 0.034
C 0.1484 -5.3161 -3.3399 -0.002
C 0.4564 -4.8665 -2.0621 0.034
C 0.7576 -4.1652 0.8449 0.043
C 0.1935 -5.4012 1.1592 0.018
C 0.7716 -6.2192 2.1215 0.001
C 1.9301 -5.8159 2.7753 0.013
C 2.5075 -4.5969 2.4531 0.000
C 1.9246 -3.7747 1.4953 0.017
H -1.6330 -2.2173 -1.9080 0.004
H -2.1721 -3.0065 -4.1811 -0.001
H -1.0448 -5.0115 -5.1027 0.002
H 0.6692 -6.1768 -3.7430 -0.001
H 1.2234 -5.3702 -1.4859 0.001
H -0.7096 -5.7164 0.6466 0.000
H 0.3142 -7.1711 2.3629 0.000
H 2.3781 -6.4509 3.5308 0.001
H 3.4156 -4.2724 2.9485 0.000
H 2.3789 -2.8236 1.2481 0.001
C -5.4980 0.1496 -1.5742 0.001
N -4.5721 0.2008 -0.4608 0.001
C -3.2167 0.2891 -0.6018 0.004
N -2.7498 0.5487 -1.8435 0.000
O -2.4649 0.1438 0.3704 0.029
H -6.5099 0.1042 -1.1801 0.000
H -5.3403 -0.7188 -2.2204 0.000
H -5.4267 1.0517 -2.1842 0.000
H -4.8543 -0.1622 0.4303 0.000
H -3.3082 0.6087 -2.6760 0.000
H -1.7623 0.7261 -1.9204 0.000
```

Summary:
**Calculated total energy**: -59620.6455 eV
**Expectation value of S²**: 6.03
**Relative energy (zero: lowest compared OMol25 entry of this formula, charge and spin)**: 0.00 kcal per mole
**LUMO (spin up / spin down)**: 2.47 / 1.37 eV
**Kohn-Sham gap (spin up / spin down)**: 0.2205 / 0.2497 Ha
**Charge**: -1
**2S+1**: 5
**Molar mass**: 744.7 g mol⁻¹
**Largest force on an atom**: 2.063 eV Å⁻¹